A 2-piece molecular cluster, C4H8Cl4 overall in a non-equilibrium geometry. Source: the Open Molecules 2025 dataset; level of theory: ωB97M-V/def2-TZVPD.

Energy above the lowest of the compared OMol25 structures with the same formula, charge and spin, kcal per mole: 19.37
Lowest unoccupied orbital energy, eV: 0.5290
HOMO level, eV: -10.683

```
! RIJCOSX wB97M-V def2-TZVPD def2/J DEFGRID3
* xyz 0 1
Cl -2.96 1.87 -3.91
C -2.73 0.25 -3.32
C -1.45 -0.47 -3.80
Cl -1.50 -1.00 -5.50
H -3.54 -0.42 -3.61
H -2.92 0.29 -2.25
H -1.32 -1.37 -3.19
H -0.55 0.12 -3.69
Cl 1.54 1.49 2.38
C 1.51 -0.11 3.19
C 2.76 -0.01 4.08
Cl 2.44 0.96 5.48
H 1.55 -0.97 2.52
H 0.56 -0.14 3.72
H 3.59 0.57 3.68
H 3.04 -1.05 4.23
*
```

Here are the Löwdin charges for atoms 1 to 6, given in e: number 1, Cl, carries 0.570; number 2, C, carries -0.709; number 3, C, carries -0.653; number 4, Cl, carries 0.533; number 5, H, carries 0.063; number 6, H, carries 0.067

=====

An isolated ion of composition C5H9ClN3OS and charge +1 in a non-equilibrium geometry. Source: the Open Molecules 2025 dataset; level of theory: ωB97M-V/def2-TZVPD.

Energy above the lowest of the compared OMol25 structures with the same formula, charge and spin, kcal per mole: 0.00
Lowest unoccupied orbital energy, eV: -3.1404
HOMO level, eV: -11.918

```
! RIJCOSX wB97M-V def2-TZVPD def2/J DEFGRID3
* xyz 1 1
N 3.01 -0.45 0.60
C 1.94 -0.35 -0.20
N 1.66 -1.39 -0.98
N 1.27 0.80 -0.39
C 0.02 0.92 -1.07
O -0.84 -0.08 -0.69
C -1.68 0.28 0.36
C -2.63 -0.81 0.82
Cl -3.82 -1.07 -0.44
C -1.75 1.62 0.65
S -0.78 2.66 -0.43
H 3.64 -1.18 0.50
H 3.24 0.14 1.35
H 2.16 -2.27 -0.68
H 0.85 -1.24 -1.65
H 1.50 1.56 0.15
H 0.03 0.94 -2.23
H -3.24 -0.41 1.78
H -2.16 -1.72 1.04
H -2.42 2.07 1.52
*
```

Here are the Löwdin charges for atoms 1 to 6, given in e: number 1, N, carries 0.230; number 2, C, carries -0.402; number 3, N, carries 0.213; number 4, N, carries 0.112; number 5, C, carries -0.469; number 6, O, carries -0.101

=====

C5H5NO2 as an isolated structure in a non-equilibrium geometry. Source: the Open Molecules 2025 dataset; level of theory: ωB97M-V/def2-TZVPD.

Energy above the lowest of the compared OMol25 structures with the same formula, charge and spin, kcal per mole: 171.07
Lowest unoccupied orbital energy, eV: 0.6854
HOMO level, eV: -9.727

```
! RIJCOSX wB97M-V def2-TZVPD def2/J DEFGRID3
* xyz 0 1
C 1.17 -0.32 -0.03
C 0.50 0.62 -1.04
C 0.38 0.34 1.12
C -0.97 0.02 0.71
C -0.97 0.20 -0.73
H 0.69 0.79 -2.21
H 0.78 0.20 2.16
H -1.78 -0.24 1.79
H -0.10 -1.71 -0.04
H -1.82 0.42 -1.42
N -0.97 -1.07 -0.31
O 2.35 -0.82 -0.12
O 0.75 1.56 0.12
*
```

Here are the Löwdin charges for atoms 1 to 6, given in e: number 1, C, carries -0.350; number 2, C, carries -0.080; number 3, C, carries -0.061; number 4, C, carries -0.216; number 5, C, carries -0.285; number 6, H, carries 0.207

=====

C23H43N2O2P3Tl as an isolated structure in a non-equilibrium geometry. Source: the Open Molecules 2025 dataset; level of theory: ωB97M-V/def2-TZVPD.

Energy above the lowest of the compared OMol25 structures with the same formula, charge and spin, kcal per mole: 88.98
Lowest unoccupied orbital energy (spin up / spin down), eV: -12.2942 / -11.1719
HOMO level (spin up / spin down), eV: -16.597 / -16.594

```
! RIJCOSX wB97M-V def2-TZVPD def2/J DEFGRID3
* xyz 3 1
Tl 1.09 -1.60 -2.69
P -0.89 0.70 2.86
P -2.37 -1.17 0.35
P 2.09 1.91 0.16
H -2.37 0.46 -6.63
C -1.40 0.51 -6.13
C -1.29 -0.69 -5.19
H -2.20 -1.27 -5.33
C -1.44 2.40 3.30
C -1.96 -0.26 4.01
C 0.65 0.62 3.86
C -2.71 -1.75 -1.36
C -2.91 -2.63 1.34
C -3.86 -0.09 0.58
C 3.17 2.08 -1.29
C 3.31 1.76 1.49
C 1.64 3.69 0.40
H -0.66 0.47 -6.89
H -0.41 -1.40 -5.35
H -1.50 2.50 4.39
H -2.43 2.58 2.86
H -0.74 3.13 2.89
H -2.01 0.28 4.97
H -1.51 -1.26 4.17
H -2.96 -0.37 3.59
H 0.58 1.32 4.70
H 1.51 0.87 3.24
H 0.78 -0.41 4.24
H -3.39 -2.62 -1.35
H -1.77 -2.03 -1.85
H -3.16 -0.94 -1.96
H -3.90 -2.48 1.76
H -2.19 -2.80 2.15
H -2.92 -3.52 0.69
H -4.77 -0.68 0.72
H -3.96 0.54 -0.32
H -3.70 0.57 1.45
H 4.12 2.56 -1.03
H 2.68 2.66 -2.07
H 3.39 1.09 -1.69
H 4.26 2.20 1.19
H 3.48 0.71 1.70
H 2.96 2.24 2.39
H 2.47 4.35 0.13
H 1.36 3.86 1.45
H 0.77 3.93 -0.23
C -0.57 0.94 -3.71
C -1.45 2.02 -3.99
C -0.88 3.25 -3.73
C 0.48 3.34 -3.93
C 1.29 2.26 -4.32
C 0.77 0.97 -4.14
O -1.31 -0.24 -3.80
H -2.50 1.81 -3.68
H -1.56 1.49 -5.73
H -1.46 4.01 -3.25
H 1.01 4.26 -3.77
H 2.30 2.33 -4.72
H 1.28 0.07 -4.56
N 0.92 -4.78 4.39
C 0.50 -3.66 3.70
O -0.59 -3.14 3.98
C 1.46 -3.12 2.68
C 2.82 -3.46 2.64
C 3.59 -2.92 1.62
C 2.99 -2.09 0.66
N 1.68 -1.83 0.66
C 0.95 -2.24 1.69
H 0.27 -5.21 5.03
H 1.70 -5.34 4.09
H 3.26 -4.11 3.40
H 4.64 -3.14 1.52
H 3.58 -1.60 -0.13
H -0.09 -1.87 1.76
*
```

Here are the Löwdin charges for atoms 1 to 6, given in e: number 1, Tl, carries 1.038; number 2, P, carries 0.857; number 3, P, carries 0.925; number 4, P, carries 1.059; number 5, H, carries 0.110; number 6, C, carries -0.038

=====

A 14-piece molecular cluster, C38H84O24S9 overall in a non-equilibrium geometry. Source: the Open Molecules 2025 dataset; level of theory: ωB97M-V/def2-TZVPD.

Energy above the lowest of the compared OMol25 structures with the same formula, charge and spin, kcal per mole: 148.24
Lowest unoccupied orbital energy, eV: -0.0216
HOMO level, eV: -8.641

```
! RIJCOSX wB97M-V def2-TZVPD def2/J DEFGRID3
* xyz 0 1
C 3.69 -6.58 5.04
C 4.24 -7.48 6.14
C 5.31 -6.82 7.03
O 4.92 -7.17 8.37
C 3.71 -7.57 8.36
O 3.04 -7.81 9.34
O 3.25 -7.65 7.11
H 3.59 -5.54 5.35
H 2.72 -6.96 4.70
H 4.37 -6.59 4.19
H 4.50 -8.43 5.68
H 5.30 -5.74 6.93
H 6.28 -7.25 6.76
C 1.59 -9.54 -10.56
C 0.50 -9.87 -9.48
C 0.92 -10.98 -8.45
O 0.81 -10.30 -7.27
C 0.46 -9.07 -7.39
O 0.19 -8.34 -6.46
O 0.36 -8.71 -8.69
H 1.86 -10.45 -11.09
H 2.44 -8.98 -10.18
H 1.02 -8.91 -11.24
H -0.46 -10.14 -9.91
H 1.97 -11.21 -8.62
H 0.27 -11.86 -8.49
C -6.57 3.15 0.25
C -6.34 4.43 -0.63
C -7.63 4.93 -1.41
O -7.71 6.31 -1.00
C -6.77 6.59 -0.04
O -6.53 7.71 0.45
O -5.99 5.47 0.23
H -7.29 3.40 1.03
H -5.74 2.80 0.87
H -6.96 2.23 -0.18
H -5.48 4.28 -1.29
H -8.53 4.41 -1.08
H -7.51 4.88 -2.50
C 3.06 9.42 -5.78
C 2.33 8.05 -5.72
C 2.26 7.49 -4.31
O 0.89 7.19 -4.18
C 0.18 7.90 -5.06
O -1.10 8.04 -5.09
O 0.97 8.47 -5.91
H 3.95 9.35 -5.14
H 2.52 10.30 -5.44
H 3.28 9.64 -6.82
H 2.55 7.22 -6.39
H 2.70 8.11 -3.53
H 2.76 6.52 -4.24
C -0.14 -2.59 9.00
C -1.62 -2.93 8.67
C -1.95 -4.18 7.79
O -2.87 -4.89 8.59
C -2.87 -4.37 9.85
O -3.47 -4.89 10.79
O -2.03 -3.34 9.92
H 0.39 -3.50 9.28
H -0.18 -1.84 9.79
H 0.37 -2.10 8.17
H -2.17 -2.03 8.38
H -1.05 -4.74 7.53
H -2.37 -3.72 6.89
C 0.51 0.63 -6.43
S -0.35 1.14 -7.98
O 0.32 2.41 -8.32
C 0.49 -0.02 -9.10
H -0.08 1.05 -5.62
H 1.50 1.08 -6.40
H 0.58 -0.45 -6.26
H 0.22 0.16 -10.14
H 0.26 -1.04 -8.77
H 1.57 0.15 -9.01
C 0.95 8.99 2.71
S 1.92 10.54 2.87
O 1.45 11.23 4.13
C 3.68 10.05 3.25
H 1.11 8.34 3.57
H 1.14 8.31 1.88
H -0.11 9.23 2.75
H 4.30 9.83 2.38
H 3.80 9.21 3.94
H 4.11 10.92 3.75
C -4.59 6.12 9.14
S -3.43 6.29 7.69
O -2.10 5.98 8.30
C -3.93 4.78 6.76
H -4.37 7.00 9.74
H -4.47 5.24 9.78
H -5.64 6.32 8.95
H -5.00 4.80 6.56
H -3.66 3.91 7.36
H -3.25 4.73 5.91
C 0.61 0.87 0.70
S 0.31 -0.77 1.49
O -0.83 -0.47 2.48
C -0.46 -1.57 0.04
H 1.17 0.81 -0.23
H 1.24 1.41 1.40
H -0.26 1.48 0.48
H -1.20 -2.20 0.54
H 0.15 -2.21 -0.60
H -1.10 -0.89 -0.52
C 6.40 -6.06 -6.03
S 7.17 -4.78 -4.91
O 6.88 -3.43 -5.59
C 5.68 -4.65 -3.72
H 5.98 -6.93 -5.52
H 7.29 -6.43 -6.54
H 5.74 -5.65 -6.78
H 4.80 -4.53 -4.34
H 5.94 -3.85 -3.02
H 5.58 -5.62 -3.25
C 8.85 5.08 -1.67
S 7.77 3.72 -1.07
O 6.43 4.43 -0.95
C 7.60 3.08 -2.83
H 8.58 5.45 -2.66
H 9.86 4.68 -1.62
H 8.77 5.90 -0.96
H 7.28 3.86 -3.51
H 6.75 2.40 -2.84
H 8.55 2.71 -3.22
C -5.54 -3.05 -6.71
S -6.35 -2.31 -5.21
O -5.54 -1.01 -5.10
C -7.98 -1.83 -5.93
H -4.48 -3.22 -6.50
H -5.70 -2.33 -7.51
H -6.11 -3.92 -7.03
H -8.58 -2.69 -6.21
H -7.85 -1.16 -6.78
H -8.56 -1.30 -5.17
C -9.22 -4.84 0.99
S -9.78 -6.18 2.11
O -9.04 -5.79 3.42
C -11.59 -5.71 2.25
H -8.18 -5.08 0.75
H -9.40 -3.81 1.29
H -9.86 -5.09 0.14
H -12.00 -5.30 1.33
H -11.74 -5.06 3.11
H -12.10 -6.64 2.49
C 7.03 3.23 6.62
S 5.61 2.38 5.79
O 5.72 0.92 6.25
C 4.36 3.22 6.88
H 7.06 4.25 6.23
H 8.05 2.88 6.46
H 6.96 3.24 7.71
H 3.40 2.74 6.64
H 4.20 4.27 6.65
H 4.52 3.17 7.96
*
```

Here are the Löwdin charges for atoms 1 to 6, given in e: number 1, C, carries -0.022; number 2, C, carries -0.332; number 3, C, carries -0.054; number 4, O, carries 0.115; number 5, C, carries -0.621; number 6, O, carries 0.149